The following is a DFT calculation (the ωB97M-V functional and the def2-TZVPD basis) of a cluster of 3 separate species, C41H74BrFN5O11P2 in total in a non-equilibrium geometry.

Energy, hartree: -6064.20014
Net charge: +1
Strongest force on any atom, eV Å⁻¹: 8.749
Frontier orbital gap, eV: 6.20

Atoms and positions in Å:
C (4.374, -3.038, 1.545)
C (3.980, -4.265, 2.486)
C (3.325, -5.479, 1.727)
Br (3.076, -6.911, 3.118)
C (1.886, -5.211, 1.104)
C (1.425, -5.963, -0.203)
C (2.117, -5.732, -1.600)
C (3.647, -5.442, -1.599)
C (4.058, -4.022, -1.765)
C (5.476, -3.605, -1.835)
C (6.564, -4.594, -1.712)
C (6.153, -6.008, -1.533)
C (7.263, -7.111, -1.371)
C (4.730, -6.427, -1.499)
N (0.108, -5.241, -0.391)
C (0.476, -3.872, -0.063)
N (0.105, -2.789, -0.715)
C (0.555, -1.440, -0.296)
C (0.459, -0.339, -1.436)
C (1.580, 0.778, -1.317)
N (2.220, 1.153, -0.096)
O (1.867, 1.371, -2.336)
C (-0.791, -2.978, -1.877)
O (-0.559, -3.703, -2.785)
N (-2.015, -2.180, -1.935)
C (-2.632, -2.055, -0.640)
O (-3.123, -3.000, -0.124)
F (-2.644, -0.797, -0.077)
N (1.325, -3.815, 1.134)
C (0.213, -3.606, 2.156)
C (0.698, -3.676, 3.651)
C (1.310, -2.337, 4.237)
C (2.120, -2.768, 5.565)
C (0.197, -1.283, 4.671)
C (0.032, -0.244, 3.438)
C (0.700, 1.140, 3.785)
C (1.952, 1.504, 3.340)
C (3.216, 0.577, 3.313)
C (2.159, 2.989, 2.815)
H (5.031, -2.372, 2.185)
H (5.039, -3.452, 0.747)
H (3.495, -2.457, 1.171)
H (3.414, -3.905, 3.383)
H (4.969, -4.646, 2.886)
H (4.074, -5.901, 1.015)
H (1.220, -5.698, 1.888)
H (1.225, -7.049, 0.001)
H (1.637, -4.932, -2.239)
H (1.972, -6.685, -2.198)
H (3.268, -3.226, -1.855)
H (5.679, -2.504, -1.944)
H (7.627, -4.259, -1.749)
H (6.981, -8.079, -1.862)
H (7.328, -7.333, -0.259)
H (8.285, -6.751, -1.663)
H (4.481, -7.511, -1.394)
H (-0.617, -5.622, 0.228)
H (-0.055, -1.061, 0.580)
H (1.623, -1.453, 0.080)
H (-0.517, 0.208, -1.274)
H (0.539, -0.740, -2.481)
H (3.236, 1.094, -0.212)
H (1.933, 0.586, 0.706)
H (-1.809, -1.273, -2.370)
H (-0.310, -2.624, 1.988)
H (-0.557, -4.419, 1.984)
H (-0.216, -3.928, 4.271)
H (1.420, -4.526, 3.844)
H (2.057, -1.929, 3.503)
H (2.000, -3.874, 5.780)
H (3.222, -2.620, 5.374)
H (1.762, -2.227, 6.477)
H (0.584, -0.706, 5.557)
H (-0.777, -1.799, 4.894)
H (-1.064, -0.166, 3.209)
H (0.603, -0.680, 2.563)
H (0.094, 1.860, 4.400)
H (3.320, 0.107, 2.281)
H (3.217, -0.232, 4.086)
H (4.126, 1.232, 3.430)
H (2.411, 3.665, 3.683)
H (1.247, 3.326, 2.260)
H (3.005, 2.941, 2.064)
O (-3.104, 2.861, -6.408)
P (-2.335, 3.699, -5.408)
O (-3.467, 3.707, -4.199)
C (-3.592, 2.513, -3.440)
C (-2.331, 2.214, -2.641)
O (-2.628, 5.154, -6.141)
C (-3.143, 5.147, -7.486)
C (-4.658, 5.005, -7.499)
O (-1.273, 4.521, -4.370)
C (0.077, 4.044, -4.313)
C (0.703, 3.808, -5.675)
H (-3.816, 1.675, -4.108)
H (-4.440, 2.641, -2.765)
H (-1.541, 1.868, -3.317)
H (-2.487, 1.417, -1.907)
H (-1.970, 3.105, -2.122)
H (-2.655, 4.377, -8.081)
H (-2.865, 6.097, -7.954)
H (-5.028, 4.213, -6.846)
H (-5.022, 4.802, -8.508)
H (-5.122, 5.922, -7.130)
H (0.118, 3.124, -3.723)
H (0.659, 4.783, -3.766)
H (0.075, 3.182, -6.319)
H (1.668, 3.310, -5.564)
H (0.857, 4.757, -6.190)
O (-3.463, 6.089, 2.472)
P (-4.370, 4.948, 2.058)
O (-5.585, 5.837, 1.393)
C (-5.326, 6.390, 0.102)
C (-5.136, 5.309, -0.953)
O (-4.961, 4.642, 3.577)
C (-4.278, 5.226, 4.701)
C (-4.756, 6.646, 4.963)
O (-5.191, 3.551, 1.540)
C (-4.423, 2.545, 0.891)
C (-3.138, 2.180, 1.610)
H (-4.433, 7.021, 0.145)
H (-6.174, 7.024, -0.156)
H (-4.163, 4.826, -0.812)
H (-5.137, 5.721, -1.964)
H (-5.912, 4.543, -0.882)
H (-3.199, 5.175, 4.565)
H (-4.490, 4.605, 5.578)
H (-4.802, 7.263, 4.065)
H (-4.105, 7.150, 5.681)
H (-5.774, 6.630, 5.356)
H (-4.192, 2.865, -0.130)
H (-5.054, 1.662, 0.801)
H (-2.531, 3.058, 1.853)
H (-2.534, 1.519, 0.983)
H (-3.359, 1.665, 2.547)

Löwdin atomic charge list, values in e, 8 entries:
1. C -0.090
2. C -0.273
3. C -0.554
4. Br 0.702
5. C -0.266
6. C -0.174
7. C -0.091
8. C -0.202